(1)
{"formula": "C28H83O14Sr", "method": "the ωB97M-V functional and the def2-TZVPD basis", "elements": ["Sr", "O", "O", "O", "O", "O", "O", "O", "O", "O", "O", "O", "O", "O", "O", "C", "C", "C", "C", "C", "C", "C", "C", "C", "C", "C", "C", "C", "C", "C", "C", "C", "C", "C", "C", "C", "C", "C", "C", "C", "C", "C", "C", "H", "H", "H", "H", "H", "H", "H", "H", "H", "H", "H", "H", "H", "H", "H", "H", "H", "H", "H", "H", "H", "H", "H", "H", "H", "H", "H", "H", "H", "H", "H", "H", "H", "H", "H", "H", "H", "H", "H", "H", "H", "H", "H", "H", "H", "H", "H", "H", "H", "H", "H", "H", "H", "H", "H", "H", "H", "H", "H", "H", "H", "H", "H", "H", "H", "H", "H", "H", "H", "H", "H", "H", "H", "H", "H", "H", "H", "H", "H", "H", "H", "H", "H"], "xyz": [[-2.099, -2.776, -1.319], [2.242, -4.621, 1.918], [3.243, 4.183, 2.497], [-3.531, 1.382, -0.663], [2.335, 0.659, 5.602], [-1.946, -1.766, -3.673], [5.366, -2.805, 0.084], [1.943, 2.780, -4.254], [4.227, 2.826, -2.670], [0.217, -3.482, -2.409], [-2.955, -1.020, 2.452], [-1.450, -0.660, 0.040], [-3.816, -2.868, 0.702], [-4.110, -1.194, -1.582], [4.141, 1.848, 3.829], [0.977, 3.943, 2.702], [2.135, -3.703, -3.861], [-3.977, -0.031, 2.560], [4.886, -1.852, -2.078], [0.544, 3.467, -2.353], [-5.977, -3.350, 1.484], [-4.582, -3.913, 1.261], [0.356, -3.252, 2.441], [0.874, 0.640, 5.421], [4.896, 0.791, 3.263], [-4.471, 3.379, -1.688], [1.564, -3.456, 1.545], [-2.346, 0.580, -3.925], [-3.402, 2.804, -0.748], [5.140, 2.473, -0.544], [0.465, 0.152, 4.017], [4.534, -1.867, -0.554], [4.003, 2.086, -1.480], [-3.406, 1.327, 2.991], [0.929, -0.129, -0.412], [2.163, 3.795, 1.743], [-5.862, -0.428, -2.975], [-1.355, -0.562, -3.917], [-0.402, 0.260, 0.297], [1.475, -2.886, -2.734], [-5.524, -1.293, -1.753], [0.759, 3.450, -3.875], [3.861, -0.160, 2.714], [-4.195, 2.070, 2.877], [0.390, 0.027, 6.181], [1.302, -3.407, 0.489], [4.920, -3.637, -0.090], [-2.908, 1.385, 3.959], [5.509, 0.277, 4.003], [0.534, -3.388, 3.507], [0.535, 1.671, 5.527], [-3.440, 3.342, 0.199], [1.574, -3.710, -4.795], [-5.860, -2.305, -1.981], [5.543, 1.211, 2.494], [3.281, 0.376, 1.962], [2.152, -2.924, -1.880], [3.129, -3.294, -4.044], [1.302, -1.838, -2.981], [-1.914, 1.544, -4.197], [1.725, 2.195, -4.984], [3.530, 2.633, -3.302], [4.473, -2.764, -2.509], [0.993, 0.143, -1.466], [-4.670, -4.732, 0.548], [-0.643, -0.425, -3.103], [3.493, -2.053, -0.292], [-5.686, 0.639, -2.840], [3.552, 1.501, 4.503], [-4.199, 3.029, -2.684], [1.703, 0.438, 0.106], [4.266, -1.039, 2.213], [-0.264, 0.272, 1.378], [-2.447, -1.939, -4.474], [1.011, 0.755, 3.291], [-0.153, -2.304, 2.265], [0.645, -0.917, 3.900], [2.284, 2.737, 1.514], [6.063, 2.001, -0.879], [0.442, 2.439, -2.007], [-2.728, 1.026, -0.276], [-3.580, -2.215, 1.366], [-6.343, -3.051, 0.502], [-2.439, -0.748, 1.689], [2.237, -2.623, 1.750], [2.593, 1.212, 6.343], [-0.606, 0.314, 3.903], [-5.949, -0.944, -0.812], [-4.474, 4.469, -1.679], [5.325, 3.537, -0.397], [-2.449, 3.120, -1.172], [2.833, -4.382, 2.636], [1.428, 3.915, -1.898], [-5.195, -0.769, -3.767], [-3.159, 0.387, -4.625], [-6.009, -2.568, 2.243], [-6.933, -0.533, -3.149], [-5.486, 2.993, -1.589], [-0.367, 4.042, -2.181], [-3.991, -0.264, -1.374], [2.006, 4.429, 0.870], [0.022, 3.651, 2.267], [4.025, 1.010, -1.657], [-0.711, 1.268, 0.021], [5.969, -1.786, -2.180], [0.416, -4.373, -2.111], [-0.856, -0.581, -4.886], [-6.573, -4.186, 1.852], [4.866, 2.052, 0.423], [-2.730, 0.760, -2.921], [3.586, 3.389, 2.914], [1.233, -1.175, -0.367], [-4.115, -4.421, 2.104], [-0.102, 2.919, -4.282], [2.293, -4.737, -3.556], [-0.430, -3.963, 2.183], [-4.693, -0.373, 3.308], [-4.536, 0.065, 1.629], [4.795, -0.899, -0.125], [4.378, -1.037, -2.595], [3.031, 2.323, -1.048], [-2.633, 1.576, 2.264], [3.160, -0.511, 3.471], [1.180, 3.480, 3.668], [0.823, 4.981, 2.996], [0.851, 4.464, -4.262]], "lumo_ev": -3.4934, "total_energy_ha": -2200.4217, "multiplicity": 1, "e_above_lowest_kj_mol": 0.0, "e_homo_ev": -10.9, "homo_lumo_gap_ev": 7.4, "total_charge": 1}


(2)
{"formula": "C28H84O14", "method": "the ωB97M-V functional and the def2-TZVPD basis", "elements": ["O", "O", "O", "O", "O", "O", "O", "O", "O", "O", "O", "O", "O", "O", "C", "C", "C", "C", "C", "C", "C", "C", "C", "C", "C", "C", "C", "C", "C", "C", "C", "C", "C", "C", "C", "C", "C", "C", "C", "C", "C", "C", "H", "H", "H", "H", "H", "H", "H", "H", "H", "H", "H", "H", "H", "H", "H", "H", "H", "H", "H", "H", "H", "H", "H", "H", "H", "H", "H", "H", "H", "H", "H", "H", "H", "H", "H", "H", "H", "H", "H", "H", "H", "H", "H", "H", "H", "H", "H", "H", "H", "H", "H", "H", "H", "H", "H", "H", "H", "H", "H", "H", "H", "H", "H", "H", "H", "H", "H", "H", "H", "H", "H", "H", "H", "H", "H", "H", "H", "H", "H", "H", "H", "H", "H", "H"], "xyz": [[-15.185, -4.997, 18.109], [-14.219, -7.653, 14.674], [-11.719, -3.853, 13.106], [-8.495, -8.109, 12.706], [-10.780, -4.151, 16.024], [-16.488, -10.789, 17.294], [-16.313, -4.775, 15.299], [-11.038, -10.714, 9.734], [-11.014, -8.203, 10.983], [-8.987, -9.400, 15.273], [-14.621, -12.891, 14.494], [-8.482, -7.757, 17.646], [-16.064, -6.213, 12.982], [-14.414, -10.320, 11.133], [-17.135, -8.343, 12.962], [-13.456, -12.345, 15.145], [-8.950, -5.540, 15.183], [-15.991, -3.430, 15.299], [-7.502, -8.764, 11.937], [-15.316, -10.278, 10.018], [-11.476, -12.538, 11.222], [-13.341, -6.699, 17.900], [-9.804, -7.397, 18.000], [-11.682, -7.033, 10.502], [-17.350, -6.833, 12.913], [-9.455, -10.663, 14.861], [-13.069, -8.357, 14.122], [-10.422, -11.633, 10.635], [-9.037, -11.709, 15.899], [-14.292, -5.975, 18.746], [-13.136, -7.320, 10.079], [-13.577, -12.010, 16.595], [-17.165, -8.470, 16.976], [-6.369, -9.302, 12.852], [-12.568, -1.877, 12.013], [-11.866, -7.330, 14.065], [-10.004, -7.584, 19.502], [-14.508, -3.283, 14.990], [-11.479, -2.490, 12.914], [-9.400, -4.324, 15.931], [-14.825, -11.185, 8.964], [-16.645, -9.736, 16.296], [-13.825, -5.503, 19.617], [-9.031, -5.411, 14.123], [-7.976, -9.608, 11.398], [-9.070, -4.346, 16.954], [-7.933, -11.562, 16.003], [-9.196, -12.761, 15.613], [-10.489, -2.354, 12.425], [-16.614, -8.581, 13.886], [-11.503, -1.976, 13.879], [-9.475, -11.425, 16.851], [-18.070, -8.890, 12.997], [-16.375, -8.126, 17.740], [-14.728, -4.157, 17.883], [-9.395, -6.808, 19.961], [-14.997, -6.681, 19.188], [-7.885, -5.621, 15.338], [-8.507, -8.361, 16.914], [-14.661, -11.092, 11.650], [-13.251, -11.393, 14.656], [-9.622, -12.288, 10.254], [-16.814, -10.503, 18.166], [-12.489, -6.070, 17.567], [-14.873, -13.627, 15.048], [-14.466, -11.435, 16.805], [-9.330, -8.207, 12.183], [-13.719, -7.744, 10.894], [-13.650, -6.428, 9.630], [-13.914, -3.910, 15.664], [-10.025, -6.376, 17.655], [-9.406, -6.469, 15.525], [-11.666, -7.012, 15.109], [-16.556, -3.013, 14.510], [-17.377, -7.675, 16.283], [-16.078, -5.721, 13.832], [-15.948, -5.147, 16.120], [-5.577, -9.757, 12.269], [-16.376, -10.446, 10.363], [-7.134, -8.118, 11.131], [-17.907, -6.441, 13.767], [-13.229, -8.805, 13.157], [-16.654, -8.669, 12.019], [-13.854, -10.837, 8.525], [-12.190, -6.447, 13.461], [-15.574, -11.226, 8.179], [-12.343, -0.830, 11.866], [-12.574, -12.947, 14.910], [-8.858, -8.859, 14.465], [-13.128, -8.065, 9.265], [-11.022, -7.590, 19.900], [-9.663, -8.590, 19.766], [-12.813, -9.133, 14.853], [-16.250, -3.034, 16.275], [-10.543, -10.674, 14.817], [-11.722, -6.354, 11.346], [-13.532, -12.831, 17.297], [-12.078, -13.104, 10.504], [-12.722, -11.359, 16.805], [-13.552, -2.020, 12.457], [-14.769, -12.216, 9.320], [-17.763, -6.570, 11.918], [-14.436, -3.727, 13.970], [-11.014, -13.199, 11.956], [-18.059, -8.671, 17.542], [-14.768, -7.289, 13.942], [-8.997, -10.892, 13.895], [-8.857, -3.484, 15.476], [-5.849, -8.446, 13.301], [-15.267, -9.226, 9.798], [-10.523, -8.075, 17.445], [-10.972, -7.711, 13.608], [-6.818, -9.958, 13.602], [-11.244, -11.272, 8.967], [-17.295, -10.158, 15.501], [-11.015, -8.856, 10.269], [-14.164, -2.237, 14.916], [-11.366, -4.317, 12.375], [-15.621, -9.526, 15.900], [-12.868, -7.485, 18.482], [-11.025, -6.606, 9.723], [-12.567, -2.367, 10.995], [-11.204, -4.284, 15.185], [-12.239, -11.887, 11.714], [-10.023, -10.970, 11.395], [-13.899, -7.175, 17.070]], "lumo_ev": 0.4782, "total_energy_ha": -2170.4063, "multiplicity": 1, "e_above_lowest_kj_mol": 194.1, "e_homo_ev": -9.5, "homo_lumo_gap_ev": 10.0}


What is the multiplicity in the first record?
1